1.
DFT (the ωB97M-V functional and the def2-TZVPD basis) results for a molecular structure, C34H52F8MnO6SSi5Te.

Properties
* HOMO-LUMO gap (spin up / spin down): 5.82 / 5.77 eV
* highest occupied orbital energy (spin up / spin down): -1.8 / -1.7 eV
* lowest unoccupied orbital energy (spin up / spin down): 4.05 / 4.05 eV
* charge: -2
* multiplicity: 2
* E_tot: -5842.06040 Ha

Structure (XYZ):
```
108
Properties=species:S:1:pos:R:3:forces:R:3
Mn 1.7623 -0.3761 -0.1712 0.00 0.27 -0.77
C -1.9179 -5.0777 0.5592 -0.03 0.00 0.02
C -1.3494 -3.6702 0.7541 0.00 -0.01 -0.05
C -2.1720 -2.6860 -0.0908 -0.02 -0.01 0.00
C -1.4780 -3.2683 2.2247 -0.01 0.02 0.03
Si 0.4697 -3.4422 0.2085 -0.18 0.18 -0.05
O 0.7902 -1.8887 0.3487 0.00 -0.56 0.33
C 1.5906 -4.5354 1.2822 0.02 0.01 0.04
C 1.3340 -5.8856 1.5441 0.04 -0.06 0.04
C 2.1767 -6.6474 2.3432 -0.07 -0.04 -0.05
C 3.3114 -6.0738 2.9012 0.03 0.09 0.00
C 3.5958 -4.7404 2.6453 -0.14 -0.09 0.21
C 2.7446 -3.9879 1.8466 -0.52 0.07 0.36
C 0.6004 -4.0496 -1.5786 0.06 0.06 -0.01
C 0.3438 -3.1272 -2.5994 0.00 0.02 0.01
C 0.4070 -3.4978 -3.9356 0.00 0.00 -0.02
C 0.7286 -4.8031 -4.2845 0.00 0.03 -0.02
C 0.9984 -5.7311 -3.2889 -0.01 -0.01 0.04
C 0.9371 -5.3512 -1.9529 -0.01 -0.04 -0.01
H -3.0074 -5.0556 0.6985 0.00 -0.02 0.00
H -1.5174 -5.7856 1.2892 -0.01 0.02 -0.01
H -1.7216 -5.4687 -0.4435 0.00 0.02 -0.01
H -3.2138 -2.6797 0.2582 -0.01 0.01 -0.01
H -2.1769 -2.9688 -1.1473 0.01 -0.01 0.00
H -1.7766 -1.6700 -0.0181 0.01 0.00 0.02
H -2.5271 -3.3262 2.5461 0.00 0.01 0.00
H -1.1371 -2.2422 2.3754 -0.07 -0.02 -0.04
H -0.8901 -3.9207 2.8790 0.00 -0.01 -0.01
H 0.4590 -6.3621 1.1178 0.02 0.00 0.00
H 1.9452 -7.6906 2.5287 0.01 -0.01 0.01
H 3.9725 -6.6656 3.5241 0.00 0.00 0.01
H 4.4857 -4.2815 3.0606 0.01 -0.01 -0.01
H 2.9860 -2.9531 1.6336 -0.24 -0.09 0.25
H 0.1312 -2.0929 -2.3521 0.01 -0.05 0.01
H 0.2213 -2.7542 -4.7020 0.01 -0.01 -0.01
H 0.7858 -5.0912 -5.3285 0.00 0.00 0.00
H 1.2684 -6.7485 -3.5505 0.00 0.00 0.00
H 1.1772 -6.0868 -1.1923 0.00 0.00 0.02
C -1.9824 6.4713 1.6154 0.01 0.02 0.02
Si -0.8079 4.9846 1.5327 0.01 -0.09 0.05
C 0.8546 5.6091 0.9042 0.00 0.03 -0.01
C -0.5436 4.3821 3.2974 0.03 0.00 0.00
Si -1.5683 3.2309 0.1915 -0.20 0.73 -0.31
Te -0.1983 1.3005 0.4869 -0.47 -0.29 0.88
Si -3.7270 2.6425 0.8506 0.05 -0.10 -0.04
C -5.0286 3.9398 0.3899 -0.05 -0.01 0.04
C -3.8306 2.3927 2.7161 -0.01 0.00 0.02
C -4.2293 1.0224 0.0373 -0.01 -0.01 -0.01
Si -1.6319 3.9536 -2.0360 0.00 -0.07 0.05
C -2.3305 2.5693 -3.1044 0.02 0.01 -0.02
C -2.6558 5.5193 -2.3483 -0.01 0.00 -0.03
C 0.1050 4.3181 -2.6506 0.02 0.02 -0.03
H -1.5355 7.2590 2.2311 -0.03 0.02 -0.01
H -2.9418 6.1986 2.0625 0.01 -0.02 0.02
H -2.1872 6.8879 0.6266 0.02 -0.01 -0.02
H 1.3215 6.2571 1.6526 0.02 0.01 -0.03
H 0.7516 6.1757 -0.0243 -0.02 0.01 0.01
H 1.5258 4.7700 0.7074 -0.01 -0.02 0.03
H -0.0193 5.1431 3.8846 -0.01 -0.02 0.02
H 0.0572 3.4693 3.2907 0.01 0.01 -0.02
H -1.4871 4.1503 3.7961 -0.02 0.01 -0.01
H -4.8186 4.9146 0.8365 0.02 -0.01 0.02
H -6.0096 3.6060 0.7445 -0.02 0.05 -0.02
H -5.0911 4.0790 -0.6915 0.01 -0.04 -0.01
H -3.6631 3.3233 3.2632 -0.02 0.02 -0.01
H -3.0782 1.6732 3.0473 0.01 -0.01 -0.03
H -4.8205 2.0095 2.9845 0.02 0.00 0.03
H -4.4402 1.1561 -1.0266 0.00 0.01 0.00
H -5.1204 0.6063 0.5179 -0.01 0.00 -0.03
H -3.4177 0.2955 0.1193 0.00 0.02 0.03
H -3.4015 2.4251 -2.9398 0.00 0.01 0.01
H -1.8251 1.6297 -2.8652 0.01 0.01 0.00
H -2.1687 2.7826 -4.1656 -0.03 -0.01 0.00
H -3.6959 5.4171 -2.0322 0.01 -0.03 0.00
H -2.6464 5.7432 -3.4203 -0.02 0.03 0.01
H -2.2345 6.3798 -1.8228 0.03 -0.01 0.00
H 0.7633 3.4742 -2.4368 -0.02 -0.03 0.00
H 0.5362 5.2002 -2.1720 -0.02 0.01 -0.01
H 0.0988 4.4801 -3.7332 0.03 0.01 0.01
F 5.9939 -2.5881 1.2388 0.03 0.01 0.04
C 5.3032 -2.7619 0.1018 -0.07 0.01 -0.06
F 4.5451 -3.8475 0.2402 0.67 0.05 -0.65
F 6.1843 -2.9929 -0.8787 0.01 0.00 -0.02
S 4.2905 -1.2671 -0.2859 0.04 0.00 0.19
O 3.2745 -1.7403 -1.2116 0.43 -0.08 -0.12
O 5.2596 -0.3266 -0.7624 0.13 -0.11 -0.01
O 3.6287 -0.9182 0.9855 0.33 0.16 0.07
C -0.4354 -0.2739 4.2822 -0.02 0.00 0.05
C 0.8752 -0.9721 3.9790 -0.02 0.02 -0.07
O 1.7330 -0.0109 3.3917 0.26 0.19 0.13
H -1.0901 -0.9111 4.8828 0.00 -0.02 -0.03
H -0.9441 0.0064 3.3598 0.02 -0.02 -0.05
H -0.2360 0.6476 4.8341 0.00 -0.03 0.05
H 0.7165 -1.8125 3.3000 0.02 -0.02 -0.02
H 1.3074 -1.3677 4.9106 0.07 0.01 -0.04
H 2.4216 -0.4225 2.8574 -0.10 -0.17 -0.02
F 3.7640 3.8724 -4.8449 -0.01 0.01 0.00
C 3.1451 2.8877 -4.1582 -0.02 -0.05 -0.02
C 2.2340 2.0545 -4.7872 0.01 0.02 0.02
F 1.9681 2.2433 -6.0938 0.01 0.01 -0.01
C 1.5951 1.0455 -4.0977 -0.02 0.02 0.03
F 0.7167 0.2705 -4.7604 -0.01 -0.01 0.00
C 1.8261 0.8066 -2.7265 -0.07 0.02 0.06
O 1.2374 -0.1141 -2.0557 0.00 -0.06 -0.41
C 2.7600 1.6780 -2.1374 0.03 0.06 -0.10
F 3.0230 1.4871 -0.8170 -0.06 -0.08 0.02
C 3.4068 2.6865 -2.8153 0.05 0.02 0.06
F 4.2806 3.4823 -2.1815 0.00 0.01 -0.01
```
Positions in Å, forces in eV/Å.

Atom charges from the Mulliken analysis, given in e for atoms 1 to 99: atom 1 (Mn): 1.16, atom 2 (C): -1.93, atom 3 (C): 2.50, atom 4 (C): -1.92, atom 5 (C): -1.62, atom 6 (Si): -1.22, atom 7 (O): 1.46, atom 8 (C): 0.99, atom 9 (C): -0.56, atom 10 (C): -0.91, atom 11 (C): -0.79, atom 12 (C): -0.70, atom 13 (C): -0.12, atom 14 (C): 0.93, atom 15 (C): -0.03, atom 16 (C): -0.90, atom 17 (C): -0.57, atom 18 (C): -0.65, atom 19 (C): -0.30, atom 20 (H): 0.49, atom 21 (H): 0.34, atom 22 (H): 0.32, atom 23 (H): 0.60, atom 24 (H): 0.29, atom 25 (H): 0.03, atom 26 (H): 0.55, atom 27 (H): -0.06, atom 28 (H): 0.28, atom 29 (H): 0.23, atom 30 (H): 0.40, atom 31 (H): 0.35, atom 32 (H): 0.49, atom 33 (H): 0.60, atom 34 (H): 0.16, atom 35 (H): 0.46, atom 36 (H): 0.35, atom 37 (H): 0.39, atom 38 (H): 0.24, atom 39 (C): -1.06, atom 40 (Si): 0.55, atom 41 (C): -1.06, atom 42 (C): -1.01, atom 43 (Si): -0.07, atom 44 (Te): -1.44, atom 45 (Si): 0.43, atom 46 (C): -1.10, atom 47 (C): -0.81, atom 48 (C): -0.41, atom 49 (Si): 0.56, atom 50 (C): -0.89, atom 51 (C): -1.15, atom 52 (C): -0.51, atom 53 (H): 0.35, atom 54 (H): 0.24, atom 55 (H): 0.25, atom 56 (H): 0.38, atom 57 (H): 0.25, atom 58 (H): 0.24, atom 59 (H): 0.40, atom 60 (H): 0.22, atom 61 (H): 0.25, atom 62 (H): 0.24, atom 63 (H): 0.34, atom 64 (H): 0.24, atom 65 (H): 0.23, atom 66 (H): 0.02, atom 67 (H): 0.38, atom 68 (H): 0.27, atom 69 (H): 0.39, atom 70 (H): -0.29, atom 71 (H): 0.26, atom 72 (H): 0.13, atom 73 (H): 0.41, atom 74 (H): 0.23, atom 75 (H): 0.35, atom 76 (H): 0.25, atom 77 (H): -0.36, atom 78 (H): 0.33, atom 79 (H): 0.43, atom 80 (F): -0.26, atom 81 (C): 0.51, atom 82 (F): -0.17, atom 83 (F): -0.25, atom 84 (S): 0.78, atom 85 (O): -0.56, atom 86 (O): -0.60, atom 87 (O): -0.84, atom 88 (C): -1.07, atom 89 (C): 0.99, atom 90 (O): -0.56, atom 91 (H): 0.39, atom 92 (H): -0.05, atom 93 (H): 0.38, atom 94 (H): -0.55, atom 95 (H): 0.27, atom 96 (H): 0.21, atom 97 (F): -0.38, atom 98 (C): 0.55, atom 99 (C): 0.28


2.
DFT (the ωB97M-V functional and the def2-TZVPD basis) results for a single C4H8O2 molecule.

Properties
* HOMO-LUMO gap: 10.95 eV
* highest occupied orbital energy: -10.0 eV
* relative energy (zero: lowest compared OMol25 entry of this formula, charge and spin): 1.6045 eV
* lowest unoccupied orbital energy: 0.94 eV
* charge: 0
* multiplicity: 1
* E_tot: -307.65347 Ha

Structure (XYZ):
```
14
Properties=species:S:1:pos:R:3:forces:R:3
C -1.4169 -0.8136 -1.0546 -0.28 -0.01 -0.12
O -0.2344 -1.0760 -0.3425 0.12 -0.06 0.10
C 0.5608 0.0678 -0.1082 0.13 0.19 0.11
C -0.0749 1.1169 0.7966 -0.13 0.03 -0.01
C 1.8426 -0.4848 0.5050 0.18 0.14 0.22
O 2.4100 0.0083 1.4468 -0.13 -0.22 -0.42
H -1.9775 -1.7486 -1.1060 0.10 0.09 -0.03
H -2.0387 -0.0681 -0.5495 0.01 0.00 -0.01
H -1.2061 -0.4631 -2.0735 0.03 -0.01 0.05
H 0.8441 0.5211 -1.0792 0.01 -0.07 0.15
H -0.5929 1.8942 0.2290 0.03 -0.12 0.10
H -0.7858 0.6369 1.4758 0.08 0.03 -0.07
H 0.7051 1.5764 1.4092 -0.12 0.01 -0.14
H 2.2292 -1.3933 0.0043 -0.05 0.00 0.07
```
Positions in Å, forces in eV/Å.

In elementary charge units, the Mulliken charges are: atom 1 (C): -0.73, atom 2 (O): -0.37, atom 3 (C): 0.47, atom 4 (C): -1.31, atom 5 (C): -0.13, atom 6 (O): -0.47, atom 7 (H): 0.27, atom 8 (H): 0.29, atom 9 (H): 0.31, atom 10 (H): 0.28, atom 11 (H): 0.34, atom 12 (H): 0.33, atom 13 (H): 0.39, atom 14 (H): 0.34